Entry from the Open Molecules 2025 dataset: 7 unconnected molecules or ions with the total composition C22H61ClN5O10 at a distorted geometry (wB97M-V/def2-TZVPD).

Last column: Mulliken charge in e.
CARTESIAN COORDINATES (ANGSTROEM)
Cl 0.3412 -1.5275 -0.8421  1.775
O -0.5008 -1.1695 -1.9528  -0.626
O -0.2806 -1.0513 0.3380  -0.600
O 0.5575 -2.9290 -0.6883  -0.774
O 1.6272 -0.8918 -0.9128  -0.689
C -3.9906 -2.5908 -0.8272  -1.228
C -5.1675 -2.2316 0.2158  0.699
C -6.1672 -1.1452 -0.2968  -0.925
O -5.6279 0.0979 -0.6479  -0.300
C -5.3160 0.8813 0.4490  -0.349
N -5.8918 -3.4504 0.3749  -0.786
H -3.3890 -3.4696 -0.5952  0.407
H -3.2354 -1.8258 -1.0077  0.110
H -4.4356 -2.8323 -1.7924  0.353
H -4.8231 -1.8837 1.1897  0.257
H -6.9840 -1.0733 0.4214  0.448
H -6.7603 -1.5116 -1.1347  0.297
H -6.1939 1.4412 0.7715  0.281
H -4.5231 1.5874 0.2024  -0.024
H -5.0043 0.1916 1.2334  0.263
H -6.2280 -3.7838 -0.5173  0.301
H -6.7329 -3.2601 0.9006  0.248
C 0.7290 -0.1347 -5.0420  -1.617
C 1.5418 0.9442 -4.2657  0.855
C 2.0322 2.0680 -5.2013  -1.139
O 2.2528 3.2276 -4.3827  -0.143
C 2.8356 4.2221 -5.2875  -0.921
N 0.5998 1.4189 -3.1963  0.016
H 1.2995 -0.4734 -5.9069  0.442
H -0.3068 0.1121 -5.2754  0.372
H 0.5991 -0.9468 -4.3267  0.372
H 2.4417 0.4337 -3.9228  0.032
H 1.2858 2.3383 -5.9482  0.453
H 2.9140 1.8029 -5.7847  0.357
H 2.8348 5.2069 -4.8203  0.248
H 2.2810 4.3157 -6.2211  0.331
H 3.8892 4.1119 -5.5444  0.338
H 0.5863 0.6761 -2.5120  -0.194
H -0.2617 1.0579 -3.5805  0.079
C 4.2356 1.1404 -0.5194  -1.390
C 3.2368 2.2360 -0.4399  0.899
C 3.6563 3.2696 0.5477  -0.831
O 2.6158 4.1874 0.8474  -0.382
C 2.9499 5.0110 2.0036  -0.885
N 2.9136 2.6849 -1.7960  -0.050
H 5.2204 1.6007 -0.6001  0.420
H 4.0523 0.4831 -1.3694  0.502
H 4.2897 0.5685 0.4069  0.003
H 2.3179 1.7779 -0.0741  -0.376
H 4.5207 3.8456 0.2173  0.253
H 3.9963 2.7683 1.4539  0.402
H 3.6985 5.7573 1.7380  0.291
H 3.3642 4.3615 2.7748  0.349
H 2.1443 5.6367 2.3878  0.304
H 3.2607 1.8648 -2.2724  -0.009
H 3.8077 3.1457 -1.8866  0.400
C -0.4104 2.6624 1.4562  -1.797
C -0.3129 2.3799 -0.0032  2.401
C -1.8173 2.2684 -0.5597  -0.715
O -1.7245 1.9710 -1.9348  -0.224
C -2.9959 1.5705 -2.6168  -0.461
N 0.4077 3.4342 -0.6924  -0.368
H 0.5027 2.6905 2.0508  0.177
H -1.0410 2.0060 2.0559  0.380
H -0.9075 3.6317 1.4927  0.480
H 0.2142 1.4932 -0.3551  -1.192
H -2.4327 3.1345 -0.3164  0.320
H -2.2860 1.3632 -0.1734  0.092
H -2.9739 1.2771 -3.6663  0.317
H -3.7823 2.3219 -2.5455  0.301
H -3.3655 0.7686 -1.9777  -0.079
H 1.1651 3.6302 -0.0537  0.018
H -0.1893 4.1809 -0.3665  0.502
C -1.6774 -3.7554 3.1221  -1.738
C -0.1829 -3.7786 3.5328  0.799
C 0.2303 -5.0619 4.1491  -1.042
O -0.2558 -6.2695 3.3950  -0.288
C 0.2711 -7.4624 3.9144  -0.767
N 0.6867 -3.6620 2.4027  -0.531
H -2.0249 -4.5461 2.4570  0.329
H -2.1044 -2.8891 2.6167  0.473
H -2.2526 -4.0073 4.0130  0.444
H -0.2157 -2.9140 4.1956  0.268
H -0.1743 -5.2750 5.1385  0.500
H 1.3066 -5.0346 4.3196  0.418
H 1.2441 -7.3474 4.3919  0.319
H 0.4046 -8.1247 3.0590  0.239
H -0.4612 -7.8150 4.6408  0.253
H 0.4785 -4.3525 1.6956  0.269
H 0.6818 -2.7355 2.0005  0.004
C 2.1645 -0.1446 3.3644  -0.647
C 3.5388 -0.7727 3.2795  0.050
O 4.2662 -0.1127 4.3243  -0.555
H 2.1816 0.9452 3.3524  0.222
H 1.7292 -0.3181 4.3486  0.382
H 1.4335 -0.5262 2.6515  0.087
H 3.8224 -0.5929 2.2425  -0.163
H 3.5120 -1.8546 3.4097  0.280
H 4.2378 -0.6696 5.1058  0.327

Results
- Molecular weight: 591.21 g mol⁻¹
- Energy relative to the best compared isomer or geometry (same formula, charge and spin): 115.94 kcal per mole
- Highest occupied orbital energy: -5.4 eV
- LUMO energy: 2.63 eV
- E: -2360.718254 a.u.
- Total charge: -1


Entry from the Open Molecules 2025 dataset: a molecular structure, C22H61N11O10 at a distorted geometry (wB97M-V/def2-TZVPD).

Last column: Mulliken charge in e.
CARTESIAN COORDINATES (ANGSTROEM)
C 0.2639 -0.2460 -4.3930  -0.618
O -0.2963 -1.4712 -4.0142  -0.424
C 0.3491 -2.1174 -2.9155  0.820
C -0.6674 -3.0257 -2.2478  -1.399
N -1.6676 -2.2370 -1.5143  0.051
C -2.4766 -3.1085 -0.6543  -1.046
C -3.5082 -2.3522 0.1751  -0.492
O -4.6489 -1.8874 -0.5567  -0.438
C -5.5510 -1.2741 0.3357  -0.758
H 1.2178 -0.2204 -4.9278  0.344
H 0.3927 0.4038 -3.5180  0.074
H -0.4474 0.2907 -5.0234  0.320
H 0.6927 -1.2901 -2.2864  -0.733
H 1.2202 -2.6610 -3.2945  0.468
H -0.1703 -3.7320 -1.5784  0.438
H -1.2292 -3.6149 -2.9826  0.497
H -2.2193 -1.8828 -2.2919  0.211
H -1.7990 -3.6066 0.0429  0.425
H -3.0165 -3.9448 -1.1188  0.472
H -3.0449 -1.4629 0.6159  0.263
H -3.8852 -3.0105 0.9630  0.521
H -6.3903 -0.9046 -0.2558  0.288
H -5.1303 -0.3578 0.7677  0.251
H -5.9022 -1.9455 1.1232  0.362
C -3.4144 2.9438 -0.0729  -0.941
O -2.7296 1.7100 -0.1321  -0.204
C -2.5965 1.0858 -1.3795  1.074
C -3.6108 1.4207 -2.4926  -1.253
N -4.9395 0.9052 -2.2252  -0.007
C -5.7274 0.8120 -3.4650  -0.720
C -6.0968 2.1706 -4.0669  -0.393
O -5.7340 2.1260 -5.4569  -0.315
C -5.9501 3.3252 -6.1567  -0.747
H -4.4126 2.8559 -0.5243  0.337
H -2.9134 3.6881 -0.6975  0.321
H -3.6467 3.1719 0.9637  0.278
H -2.6685 0.0284 -1.1114  -0.681
H -1.6111 1.1692 -1.8588  -0.163
H -3.1916 1.0696 -3.4465  0.610
H -3.6087 2.5028 -2.6495  0.358
H -4.9555 -0.0419 -1.8665  0.230
H -6.6513 0.2986 -3.1847  0.324
H -5.2319 0.1309 -4.1650  0.449
H -5.4918 2.9734 -3.6403  0.302
H -7.1693 2.3661 -4.0225  0.349
H -5.7051 4.2084 -5.5608  0.320
H -6.9802 3.4004 -6.5252  0.268
H -5.3304 3.2564 -7.0513  0.246
C 6.5746 -1.7590 0.6068  -0.866
O 6.0589 -0.5494 1.1545  -0.610
C 4.9937 -0.7097 2.0856  -0.127
C 4.9016 0.5388 2.9516  -0.953
N 4.3427 1.6061 2.1115  -0.295
C 3.8350 2.7427 2.8949  -0.828
C 2.5995 2.4505 3.7653  -0.163
O 1.8216 3.5843 4.1351  -0.472
C 1.0914 4.1614 3.0451  -0.612
H 7.2443 -1.5358 -0.2181  0.317
H 5.7987 -2.4365 0.2366  0.289
H 7.0747 -2.2971 1.4166  0.380
H 5.1339 -1.5767 2.7441  0.617
H 4.0909 -0.9604 1.5217  0.121
H 5.8259 0.8599 3.4417  0.505
H 4.1648 0.2940 3.7205  0.357
H 5.0595 1.9160 1.4675  0.250
H 3.6815 3.5687 2.2039  0.580
H 4.6454 2.9044 3.6182  0.216
H 2.9390 2.2162 4.7776  0.280
H 1.9832 1.6216 3.4098  0.136
H 0.2906 3.5073 2.6910  0.221
H 1.8390 4.5019 2.3325  0.266
H 0.5411 5.0051 3.4651  0.270
C 4.5085 0.1372 -2.2434  0.226
O 5.5516 -0.1402 -2.8702  -0.771
N 3.3613 0.5017 -2.8671  -0.233
N 4.4294 0.1811 -0.9078  -0.037
H 2.5576 0.5355 -2.2380  0.487
H 3.4170 0.7977 -3.8202  0.203
H 5.1814 -0.0997 -0.2838  0.320
H 3.5233 0.3616 -0.5077  0.213
C 2.4330 -2.7923 2.9274  0.549
O 2.6367 -2.0482 3.8945  -0.532
N 2.7734 -4.0890 2.7455  -0.421
N 1.6896 -2.3414 1.8667  0.487
H 3.1773 -4.5568 3.5399  0.269
H 2.5498 -4.5815 1.9085  0.139
H 1.3778 -1.3868 1.8417  -2.334
H 1.5227 -2.9771 1.1143  0.261
C 0.2138 -1.0655 4.4831  0.460
O -0.0212 -1.3069 3.2895  -0.696
N 1.3033 -1.5782 5.0995  -0.546
N -0.4653 -0.1814 5.2643  -0.411
H 1.9184 -2.0978 4.4777  0.332
H 1.6041 -1.3664 6.0291  0.176
H -1.3472 0.1779 4.9352  0.230
H -0.3458 -0.1746 6.2591  0.172
C 1.2058 -0.1003 0.3479  0.521
O 1.6266 0.3043 -0.7563  -1.209
N 1.8407 0.2710 1.4707  0.143
N 0.0586 -0.7935 0.5779  1.023
H 2.7398 0.7170 1.3267  -0.425
H 1.5581 0.0161 2.3976  1.615
H -0.6420 -1.0250 -0.1135  -0.165
H -0.1884 -0.8714 1.5699  0.136

Results
- Molecular weight: 639.80 g mol⁻¹
- Energy relative to the best compared isomer or geometry (same formula, charge and spin): 171.94 kcal per mole
- Highest occupied orbital energy: -8.6 eV
- LUMO energy: 0.16 eV
- E: -2229.329089 a.u.
- Total charge: 0